(1)
{"formula": "C6H7GdLiO4", "method": "ωB97M-V/def2-TZVPD", "symbols": ["C", "C", "C", "C", "O", "Li", "H", "H", "H", "H", "C", "O", "C", "O", "H", "H", "H", "O", "Gd"], "positions_angstrom": [[1.0928, -1.8150, -0.1842], [0.0834, -1.0492, -0.4727], [-1.3518, -1.2573, -0.7388], [-2.2255, -0.9887, 0.5165], [-3.5419, -1.1889, 0.2905], [-4.7690, -1.8589, -0.6827], [-1.5174, -2.2964, -1.0592], [-1.6744, -0.5946, -1.5580], [-2.0205, 0.0689, 0.8533], [-1.8116, -1.6161, 1.3382], [1.6551, 0.8902, -1.1530], [2.8464, -0.2183, -0.4366], [2.4080, -1.3253, 0.0229], [3.2073, -1.8871, 0.8954], [2.1539, 1.8572, -1.0360], [1.6671, 0.5113, -2.1867], [2.8243, -2.7160, 1.2175], [0.4685, 0.7441, -0.5479], [-0.7721, 2.5986, 0.5310]], "homo_lumo_gap_ev": [6.09, 5.54], "spin_multiplicity": 9, "total_charge": 2, "s_squared": 20.0289}

---

(2)
{"formula": "C16H33BINO7S", "method": "ωB97M-V/def2-TZVPD", "symbols": ["C", "C", "C", "C", "C", "C", "C", "B", "C", "O", "O", "S", "O", "O", "O", "C", "I", "C", "C", "C", "C", "O", "H", "H", "H", "H", "H", "H", "H", "H", "H", "H", "H", "H", "H", "H", "H", "H", "H", "H", "H", "H", "H", "H", "H", "H", "H", "H", "C", "N", "C", "C", "O", "H", "H", "H", "H", "H", "H", "H"], "positions_angstrom": [[-2.7598, -5.5935, 1.6700], [-2.7824, -4.8164, 0.3576], [-1.3882, -4.3450, -0.0564], [-1.4130, -3.2996, -1.1845], [-0.3313, -2.2067, -1.0616], [-0.9012, -0.7739, -1.0758], [-0.9040, -0.1355, 0.3017], [0.6213, 0.3582, 0.7050], [1.0852, 0.8903, 2.0983], [1.5036, 0.3014, -0.3391], [-1.3455, -1.1549, 1.2821], [-2.0051, -0.4904, 2.5582], [-1.1146, -0.4576, 3.6612], [-3.3070, -1.0284, 2.7140], [-2.0561, 1.0052, 1.9596], [-1.9333, 0.9846, 0.5314], [-3.9405, 0.4714, -0.2316], [-1.4561, 2.3607, 0.0509], [-2.2207, 3.0965, -1.0426], [-1.4466, 4.3277, -1.5097], [-2.1415, 5.0357, -2.6617], [-3.2576, 5.7862, -2.1819], [-2.0005, -6.3797, 1.6422], [-2.5209, -4.9332, 2.5059], [-3.7190, -6.0705, 1.8752], [-3.4309, -3.9418, 0.4615], [-3.2057, -5.4499, -0.4283], [-0.9051, -3.9048, 0.8212], [-0.8012, -5.2141, -0.3666], [-2.3994, -2.8281, -1.1890], [-1.3096, -3.8012, -2.1498], [0.2279, -2.3693, -0.1381], [0.4024, -2.2950, -1.8642], [-0.3234, -0.1378, -1.7447], [-1.9218, -0.7994, -1.4595], [2.0928, 1.3023, 2.0333], [1.1111, 0.0713, 2.8231], [0.4023, 1.6247, 2.5274], [2.3796, -0.0154, -0.0470], [-1.4150, 2.9945, 0.9402], [-0.4192, 2.2467, -0.2877], [-3.1937, 3.4129, -0.6651], [-2.3783, 2.4371, -1.9001], [-0.4445, 4.0297, -1.8354], [-1.3564, 5.0456, -0.6897], [-2.4698, 4.3040, -3.4068], [-1.4554, 5.7298, -3.1531], [-4.0651, 5.4261, -2.5449], [6.8185, 1.3617, 0.3923], [5.5471, 0.6915, 0.2498], [4.7303, 0.8458, -0.9391], [5.0062, -0.0966, 1.1950], [3.9013, -0.6119, 1.0801], [6.6961, 2.4447, 0.3362], [7.5161, 1.0493, -0.3867], [7.2471, 1.1118, 1.3616], [3.7623, 1.2259, -0.6215], [4.5797, -0.1270, -1.4089], [5.1773, 1.5313, -1.6542], [5.6310, -0.2268, 2.0903]], "homo_lumo_gap_ev": 9.59, "spin_multiplicity": 1, "smiles": "CCCCCC[C@]1(B(C)O)OS(=O)(=O)O[C@@]1(I)CCCCO.CN(C)C=O"}

---

(3)
{"formula": "C7H15Cl9N4O8", "method": "ωB97M-V/def2-TZVPD", "symbols": ["C", "N", "O", "O", "H", "H", "H", "C", "N", "O", "O", "H", "H", "H", "C", "N", "O", "O", "H", "H", "H", "C", "N", "O", "O", "H", "H", "H", "Cl", "C", "Cl", "Cl", "H", "Cl", "C", "Cl", "Cl", "H", "Cl", "C", "Cl", "Cl", "H"], "positions_angstrom": [[-1.4547, -3.5523, 1.1324], [-0.1622, -3.0030, 0.5799], [0.8381, -3.4651, 1.0571], [-0.2532, -2.1590, -0.3024], [-2.2117, -2.8535, 0.8527], [-1.1900, -3.6565, 2.1589], [-1.5767, -4.5583, 0.6870], [-0.4543, -0.3889, -3.1705], [-0.2149, -1.8497, -3.0976], [0.8466, -2.1718, -2.5999], [-1.0672, -2.6573, -3.4793], [-0.2623, 0.0724, -2.1538], [-1.4901, -0.2717, -3.4224], [0.2712, 0.0902, -3.8226], [-4.7772, 1.5762, -3.9014], [-3.6031, 2.5918, -4.3104], [-2.5889, 2.5129, -3.6965], [-3.8887, 3.3528, -5.2183], [-4.8003, 0.9544, -4.8214], [-5.6248, 2.1539, -3.5108], [-4.3464, 0.8965, -3.1160], [4.2869, -1.6989, 5.0207], [3.1216, -1.0579, 5.6463], [2.2634, -1.7303, 6.1928], [3.1214, 0.1619, 5.6447], [4.1996, -2.7380, 5.2778], [5.2194, -1.1649, 5.3461], [4.1693, -1.5682, 3.9502], [-2.3974, 0.6874, -0.5763], [-3.5977, 0.8312, 0.7297], [-4.5150, -0.6639, 0.9686], [-4.5654, 2.2517, 0.4254], [-2.9908, 0.8772, 1.6195], [2.6134, 4.2848, -1.5119], [3.9580, 4.3128, -0.2933], [3.8647, 5.7039, 0.7646], [5.4543, 4.4171, -1.2607], [3.8636, 3.3903, 0.2772], [3.7209, 0.3108, 1.0850], [1.9923, -0.0605, 1.1648], [1.0977, 1.0429, 0.1273], [1.3444, -0.1465, 2.8371], [1.7861, -1.0569, 0.7198]], "homo_lumo_gap_ev": 10.96, "spin_multiplicity": 1, "smiles": "C[N+](=O)[O-].C[N+](=O)[O-].C[N+](=O)[O-].C[N+](=O)[O-].ClC(Cl)Cl.ClC(Cl)Cl.ClC(Cl)Cl"}

---

(4)
{"formula": "C3H5NS", "method": "ωB97M-V/def2-TZVPD", "symbols": ["C", "C", "S", "C", "N", "H", "H", "H", "H", "H"], "positions_angstrom": [[0.4378, -1.7930, 0.3871], [0.4843, -0.2362, 0.4489], [0.5871, 0.5739, -1.2914], [-0.7404, 0.4611, 0.9046], [-1.7932, 0.7362, 1.3053], [1.3803, -2.2442, 0.2057], [-0.2013, -1.9745, -0.4495], [0.0645, -2.2682, 1.2745], [1.3135, 0.1365, 1.0363], [-0.4894, 1.4233, -0.9865]], "homo_lumo_gap_ev": 10.54, "spin_multiplicity": 1, "e_above_lowest_kj_mol": 51.7, "smiles": "C[C@@H](S)C#N"}

---

(5)
{"formula": "CH2FNO2", "method": "ωB97M-V/def2-TZVPD", "symbols": ["O", "C", "N", "O", "F", "H", "H"], "positions_angstrom": [[2.4940, 1.0053, 0.1070], [1.3209, 0.7515, 0.0772], [0.7874, -0.5294, -0.1021], [-0.3652, -0.8908, 0.4397], [1.6802, -1.6660, -0.0444], [0.6375, 1.6135, 0.1204], [-0.7891, -1.6974, 0.1244]], "homo_lumo_gap_ev": 10.48, "spin_multiplicity": 1, "e_above_lowest_kj_mol": 248.5, "smiles": "O=CN(O)F"}

---

(6)
{"formula": "C34H42N9O3PdS2", "method": "ωB97M-V/def2-TZVPD", "symbols": ["Pd", "C", "O", "C", "C", "C", "C", "C", "C", "N", "C", "N", "C", "C", "C", "C", "C", "C", "O", "C", "N", "C", "C", "C", "C", "C", "C", "O", "C", "H", "H", "H", "H", "H", "H", "H", "H", "H", "H", "H", "H", "H", "H", "H", "H", "H", "H", "H", "H", "H", "H", "N", "C", "N", "C", "C", "S", "C", "C", "S", "C", "N", "N", "H", "H", "H", "H", "H", "H", "C", "C", "N", "C", "C", "C", "C", "N", "H", "H", "H", "H", "H", "H", "H", "H", "H", "H", "H", "H", "H", "H"], "positions_angstrom": [[0.9605, 0.0361, 0.0780], [-5.3184, 1.3297, 1.5787], [-4.5640, 1.1519, 0.3903], [-5.1351, 0.4521, -0.6213], [-6.4448, -0.0121, -0.6149], [-6.9443, -0.6949, -1.7171], [-6.1499, -0.9302, -2.8255], [-4.8340, -0.4922, -2.8214], [-4.3181, 0.1932, -1.7336], [-2.9771, 0.6603, -1.7599], [-1.9598, 0.2062, -0.9697], [-2.2756, -0.8095, -0.1431], [-1.5111, -1.4106, 0.8647], [-0.1511, -1.2294, 1.0741], [0.4385, -1.8943, 2.1603], [-0.2987, -2.7084, 3.0014], [-1.6592, -2.8971, 2.7801], [-2.2591, -2.2488, 1.7184], [-3.5866, -2.3410, 1.4080], [-4.3960, -3.1993, 2.1958], [-0.7656, 0.7162, -1.0243], [-0.5234, 1.7358, -1.9857], [-0.2028, 1.3482, -3.2887], [0.1533, 2.2641, -4.2611], [0.2115, 3.6115, -3.9230], [-0.1180, 4.0154, -2.6445], [-0.5143, 3.0997, -1.6670], [-0.8295, 3.6644, -0.4740], [-1.7024, 3.0345, 0.4668], [-4.6710, 1.8692, 2.2646], [-5.5888, 0.3654, 2.0163], [-6.2200, 1.9167, 1.3921], [-7.0880, 0.1733, 0.2326], [-7.9699, -1.0385, -1.7027], [-6.5443, -1.4589, -3.6817], [-4.1853, -0.6816, -3.6674], [-2.7106, 1.3036, -2.4886], [-3.2366, -1.1147, -0.1573], [1.4949, -1.7644, 2.3531], [0.1806, -3.2078, 3.8335], [-2.2307, -3.5379, 3.4346], [-5.3955, -3.1409, 1.7745], [-4.4173, -2.8704, 3.2372], [-4.0382, -4.2294, 2.1444], [-0.2283, 0.2863, -3.5087], [0.3836, 1.9343, -5.2656], [0.5016, 4.3487, -4.6598], [-0.1004, 5.0612, -2.3659], [-1.7696, 3.7383, 1.2941], [-1.3174, 2.0851, 0.8304], [-2.6922, 2.8902, 0.0300], [3.0179, 0.6044, -2.6210], [2.8484, 1.6993, -1.8259], [2.2149, 1.6568, -0.6848], [2.2653, 2.8837, -0.0309], [2.9239, 3.8490, -0.7079], [3.5447, 3.2311, -2.1883], [1.6303, 3.0016, 1.2878], [1.6095, 4.0880, 2.0937], [0.7292, 3.7323, 3.5354], [0.4621, 2.1217, 2.9479], [0.9869, 1.8879, 1.7835], [-0.2969, 1.2120, 3.6143], [2.4685, -0.1892, -2.3173], [3.0267, 0.7603, -3.6162], [3.0762, 4.8781, -0.4319], [2.0460, 5.0593, 1.9374], [-0.4524, 1.3334, 4.5990], [-0.2539, 0.2617, 3.2691], [4.1221, -3.7532, -1.4544], [3.9713, -3.7645, 0.0648], [4.4190, -2.5385, 0.7226], [5.7554, -2.5497, 1.3205], [6.8768, -2.3063, 0.3189], [3.6604, -1.4220, 0.6696], [4.1609, -0.1868, 1.3570], [2.5086, -1.3752, 0.0709], [3.6903, -4.6608, -1.8763], [5.1702, -3.7099, -1.7446], [3.6182, -2.8969, -1.9034], [4.5552, -4.5814, 0.4869], [2.9325, -3.9555, 0.3488], [5.8849, -3.5216, 1.7984], [5.7942, -1.8105, 2.1159], [6.9307, -3.1054, -0.4195], [7.8360, -2.2649, 0.8351], [6.7315, -1.3634, -0.2101], [4.2470, -0.3569, 2.4312], [3.4543, 0.6195, 1.1908], [5.1406, 0.1075, 0.9805], [2.2110, -2.2538, -0.3288]], "homo_lumo_gap_ev": 8.44, "spin_multiplicity": 1, "total_charge": 1}

---

- Which formula does entry 1 have?
  C6H7GdLiO4

---

Please write out number 3 again, unchanged.
{"formula": "C7H15Cl9N4O8", "method": "ωB97M-V/def2-TZVPD", "symbols": ["C", "N", "O", "O", "H", "H", "H", "C", "N", "O", "O", "H", "H", "H", "C", "N", "O", "O", "H", "H", "H", "C", "N", "O", "O", "H", "H", "H", "Cl", "C", "Cl", "Cl", "H", "Cl", "C", "Cl", "Cl", "H", "Cl", "C", "Cl", "Cl", "H"], "positions_angstrom": [[-1.4547, -3.5523, 1.1324], [-0.1622, -3.0030, 0.5799], [0.8381, -3.4651, 1.0571], [-0.2532, -2.1590, -0.3024], [-2.2117, -2.8535, 0.8527], [-1.1900, -3.6565, 2.1589], [-1.5767, -4.5583, 0.6870], [-0.4543, -0.3889, -3.1705], [-0.2149, -1.8497, -3.0976], [0.8466, -2.1718, -2.5999], [-1.0672, -2.6573, -3.4793], [-0.2623, 0.0724, -2.1538], [-1.4901, -0.2717, -3.4224], [0.2712, 0.0902, -3.8226], [-4.7772, 1.5762, -3.9014], [-3.6031, 2.5918, -4.3104], [-2.5889, 2.5129, -3.6965], [-3.8887, 3.3528, -5.2183], [-4.8003, 0.9544, -4.8214], [-5.6248, 2.1539, -3.5108], [-4.3464, 0.8965, -3.1160], [4.2869, -1.6989, 5.0207], [3.1216, -1.0579, 5.6463], [2.2634, -1.7303, 6.1928], [3.1214, 0.1619, 5.6447], [4.1996, -2.7380, 5.2778], [5.2194, -1.1649, 5.3461], [4.1693, -1.5682, 3.9502], [-2.3974, 0.6874, -0.5763], [-3.5977, 0.8312, 0.7297], [-4.5150, -0.6639, 0.9686], [-4.5654, 2.2517, 0.4254], [-2.9908, 0.8772, 1.6195], [2.6134, 4.2848, -1.5119], [3.9580, 4.3128, -0.2933], [3.8647, 5.7039, 0.7646], [5.4543, 4.4171, -1.2607], [3.8636, 3.3903, 0.2772], [3.7209, 0.3108, 1.0850], [1.9923, -0.0605, 1.1648], [1.0977, 1.0429, 0.1273], [1.3444, -0.1465, 2.8371], [1.7861, -1.0569, 0.7198]], "homo_lumo_gap_ev": 10.96, "spin_multiplicity": 1, "smiles": "C[N+](=O)[O-].C[N+](=O)[O-].C[N+](=O)[O-].C[N+](=O)[O-].ClC(Cl)Cl.ClC(Cl)Cl.ClC(Cl)Cl"}

---

- What is the formula in the third record?
  C7H15Cl9N4O8